<1>
DFT (ωB97M-V/def2-TZVPD) results for a 2-piece molecular cluster, C6H16 overall.

Each line ends with the Mulliken charge.
Cartesian coordinates (Å):
C (1.405, -1.619, -1.408)  -0.47
C (2.180, -0.415, -0.613)  -0.87
C (-0.048, -1.255, -1.336)  -0.63
H (1.761, -1.603, -2.508)  0.26
H (1.555, -2.542, -0.958)  0.37
H (2.987, -0.132, -1.315)  0.33
H (-0.338, -1.569, -0.319)  0.10
H (-0.196, -0.161, -1.511)  0.13
H (2.403, -0.994, 0.247)  0.27
H (1.549, 0.451, -0.369)  0.18
H (-0.764, -1.706, -2.117)  0.32
C (-1.728, 0.757, 1.116)  -0.10
C (-1.373, 2.043, 0.322)  -1.18
C (-0.503, 0.233, 1.935)  -1.12
H (-2.115, 0.030, 0.277)  0.18
H (-2.466, 0.965, 1.871)  0.38
H (-0.605, 2.589, 0.842)  0.32
H (-1.067, 1.839, -0.630)  0.31
H (-0.380, 0.672, 3.010)  0.30
H (-2.341, 2.582, 0.255)  0.34
H (0.397, 0.610, 1.496)  0.22
H (-0.315, -0.775, 1.713)  0.39

Values from the calculation:
SMILES: CCC.CCC
HOMO-LUMO gap: 11.76 eV
LUMO level: 1.14 eV


<2>
DFT (ωB97M-V/def2-TZVPD) results for a 2-piece molecular cluster, C6H16 overall.

Each line ends with the Mulliken charge.
Cartesian coordinates (Å):
C (-0.285, -1.744, -0.914)  0.36
C (-1.541, -2.663, -0.784)  -1.24
C (0.641, -1.997, 0.261)  -1.34
H (0.201, -1.959, -1.858)  0.26
H (-0.655, -0.724, -1.018)  -0.10
H (-1.448, -3.558, -0.192)  0.33
H (1.411, -1.245, 0.411)  0.38
H (0.076, -2.128, 1.187)  0.33
H (1.239, -2.914, 0.202)  0.38
H (-2.280, -2.047, -0.249)  0.33
H (-1.988, -2.779, -1.771)  0.33
C (0.280, 1.605, 0.673)  0.39
C (-0.004, 2.070, -0.769)  -1.20
C (0.920, 2.730, 1.480)  -1.39
H (-0.650, 1.336, 1.193)  0.22
H (0.783, 0.648, 0.763)  -0.11
H (0.025, 3.152, -0.886)  0.40
H (1.793, 3.125, 0.966)  0.36
H (0.206, 3.532, 1.691)  0.35
H (-0.973, 1.788, -1.190)  0.32
H (0.745, 1.603, -1.413)  0.27
H (1.087, 2.380, 2.504)  0.37

Values from the calculation:
SMILES: CCC.CCC
HOMO-LUMO gap: 12.12 eV
LUMO level: 1.09 eV


The calculated energies rank the structures as follows, beginning with the most stable: <2>, <1>.


<1>
DFT (ωB97M-V/def2-TZVPD) results for a 2-piece molecular cluster, C6H16 overall.

Each line ends with the Mulliken charge.
Cartesian coordinates (Å):
C (-0.050, 0.023, -1.952)  -0.02
C (0.549, 1.407, -1.546)  -0.81
C (-1.415, 0.236, -2.564)  -1.07
H (0.641, -0.464, -2.722)  0.27
H (-0.128, -0.668, -1.101)  0.21
H (1.639, 1.318, -1.818)  0.24
H (-2.236, 0.170, -1.776)  0.25
H (-1.515, 1.307, -2.960)  0.24
H (0.360, 1.543, -0.418)  0.05
H (0.092, 2.242, -2.071)  0.40
H (-1.599, -0.555, -3.298)  0.32
C (0.567, -0.657, 1.474)  0.60
C (-0.021, -1.836, 2.248)  -1.22
C (0.525, 0.692, 2.280)  -1.29
H (1.632, -0.871, 1.144)  0.33
H (-0.097, -0.651, 0.405)  -0.53
H (-0.026, -1.725, 3.299)  0.33
H (-0.526, 1.265, 2.156)  0.25
H (0.806, 0.769, 3.296)  0.43
H (0.516, -2.767, 1.966)  0.29
H (-1.027, -2.154, 2.015)  0.35
H (1.313, 1.376, 1.942)  0.36

Values from the calculation:
SMILES: CCC.CCC
HOMO-LUMO gap: 11.50 eV
LUMO level: 1.06 eV


<2>
DFT (ωB97M-V/def2-TZVPD) results for a 2-piece molecular cluster, C6H16 overall.

Each line ends with the Mulliken charge.
Cartesian coordinates (Å):
C (0.323, 0.595, -1.670)  1.01
C (0.476, -0.763, -2.379)  -1.34
C (0.869, 0.593, -0.237)  -1.35
C (0.863, 1.764, -2.427)  -1.54
H (-0.755, 0.718, -1.499)  0.12
H (0.689, -1.546, -1.659)  0.36
H (1.293, -0.739, -3.101)  0.35
H (0.468, -0.221, 0.380)  0.11
H (1.945, 0.397, -0.160)  0.35
H (0.729, 1.493, 0.365)  0.44
H (0.578, 1.717, -3.480)  0.40
H (0.500, 2.727, -2.061)  0.39
H (1.948, 1.846, -2.331)  0.34
H (-0.454, -0.971, -2.904)  0.31
C (-1.672, -1.482, 2.651)  -0.75
C (-0.679, -0.439, 3.187)  -0.54
H (-1.393, -1.670, 1.609)  0.18
H (-1.650, -2.419, 3.202)  0.28
H (-2.711, -1.160, 2.612)  0.28
H (0.189, -0.874, 3.672)  0.27
H (-0.319, 0.201, 2.387)  0.01
H (-1.236, 0.233, 3.844)  0.31

Values from the calculation:
SMILES: CC(C)C.CC
HOMO-LUMO gap: 12.10 eV
LUMO level: 1.08 eV


The calculated energies rank the structures as follows, beginning with the most stable: <2>, <1>.


<1>
DFT (ωB97M-V/def2-TZVPD) results for one molecule with the formula C3H8ClNS.

Each line ends with the Mulliken charge.
Cartesian coordinates (Å):
C (0.668, 0.816, 1.169)  -1.17
C (-0.872, 0.768, -1.436)  -0.95
C (0.298, -0.484, 0.388)  0.17
N (0.042, -0.341, -0.988)  -0.24
S (1.537, -1.862, 0.676)  -0.20
Cl (-1.279, -1.203, 1.304)  -0.24
H (0.635, 0.639, 2.227)  0.38
H (1.720, 1.121, 0.945)  0.33
H (0.024, 1.598, 0.838)  0.37
H (-1.111, 0.781, -2.547)  0.30
H (-1.699, 0.865, -0.790)  0.40
H (-0.498, 1.747, -1.238)  0.34
H (-0.265, -1.492, -1.415)  0.35
H (0.801, -2.952, 0.865)  0.17

Values from the calculation:
SMILES: CN[C@](C)(S)Cl
HOMO-LUMO gap: 10.10 eV
LUMO level: 0.77 eV


<2>
DFT (ωB97M-V/def2-TZVPD) results for a 2-piece molecular cluster, C3H8ClNS overall.

Each line ends with the Mulliken charge.
Cartesian coordinates (Å):
C (0.405, 1.439, -0.775)  -0.84
C (-1.291, -0.282, -1.077)  -0.90
C (0.430, -0.555, 0.599)  0.22
N (-0.126, 0.169, -0.357)  0.05
S (-0.063, -2.091, 0.970)  -0.49
Cl (1.616, -0.939, 3.374)  -0.38
H (0.745, 1.373, -1.811)  0.32
H (-0.367, 2.209, -0.714)  0.32
H (1.245, 1.732, -0.147)  0.26
H (-1.049, -0.475, -2.123)  0.34
H (-1.656, -1.203, -0.624)  0.24
H (-2.071, 0.480, -1.026)  0.32
H (1.261, -0.108, 1.128)  0.26
H (0.920, -1.750, 2.582)  0.27

Values from the calculation:
SMILES: CN(C)C=S.Cl
HOMO-LUMO gap: 9.40 eV
LUMO level: 0.57 eV


The calculated energies rank the structures as follows, beginning with the most stable: <2>, <1>.


<1>
DFT (ωB97M-V/def2-TZVPD) results for one molecule with the formula C8H9NO3S.

Each line ends with the Mulliken charge.
Cartesian coordinates (Å):
C (1.804, -1.925, -2.435)  -0.20
C (1.445, -0.874, -3.279)  -0.58
C (1.527, -1.907, -1.058)  -0.65
C (0.833, 0.289, -2.648)  -0.48
C (0.821, -0.847, -0.502)  0.04
C (0.419, 0.236, -1.266)  1.02
C (-2.210, 1.034, 3.340)  -0.86
C (-0.357, 1.328, -0.725)  -0.59
N (-0.740, 1.389, 0.581)  0.29
O (-1.251, 2.423, 1.148)  -0.61
O (0.405, 0.599, 3.422)  -0.56
O (-1.038, -1.089, 2.328)  -0.55
S (-0.705, 0.307, 2.491)  1.13
H (2.195, -2.761, -3.031)  0.31
H (1.937, -0.667, -4.274)  0.29
H (1.628, -2.932, -0.567)  0.26
H (0.736, 1.277, -3.273)  0.19
H (0.382, -1.090, 0.453)  0.10
H (-2.151, 0.250, 4.093)  0.38
H (-2.035, 2.023, 3.729)  0.32
H (-3.130, 0.765, 2.809)  0.34
H (-0.514, 2.173, -1.337)  0.42

Values from the calculation:
SMILES: CS(=O)(=O)/[N+]([O-])=C\c1ccccc1
HOMO-LUMO gap: 6.64 eV
LUMO level: -1.68 eV


<2>
DFT (ωB97M-V/def2-TZVPD) results for a 2-piece molecular cluster, C8H9NO3S overall.

Each line ends with the Mulliken charge.
Cartesian coordinates (Å):
C (-0.215, 3.660, 0.176)  0.52
C (1.431, -0.045, 0.565)  0.57
C (-1.162, -0.366, 0.004)  0.27
C (2.646, -0.438, -0.303)  -0.63
C (2.112, -0.435, -1.786)  -0.63
C (0.651, -0.409, -1.629)  -0.51
C (0.240, -0.221, -0.391)  0.52
C (-2.752, 0.447, 1.467)  -0.74
N (-1.309, 3.977, 0.627)  -0.43
O (1.499, 0.101, 1.749)  -0.58
O (-2.027, -1.122, -0.388)  -0.60
O (-1.475, 0.575, 0.951)  -0.21
S (1.054, 3.034, -0.460)  -0.32
H (3.360, 0.284, -0.144)  0.32
H (2.978, -1.425, 0.137)  0.29
H (2.334, 0.164, -2.616)  0.46
H (2.340, -1.483, -2.204)  0.25
H (-1.599, 4.224, 1.474)  0.27
H (-0.158, -0.683, -2.414)  0.33
H (-3.473, -0.035, 0.646)  0.33
H (-3.125, 1.464, 1.644)  0.20
H (-2.708, -0.123, 2.354)  0.30

Values from the calculation:
SMILES: COC(=O)C1=CCCC1=O.N=C=S
HOMO-LUMO gap: 9.89 eV
LUMO level: 0.31 eV


The calculated energies rank the structures as follows, beginning with the most stable: <2>, <1>.


<1>
DFT (ωB97M-V/def2-TZVPD) results for a 2-piece molecular cluster, C3H5FO2P overall.

Each line ends with the Mulliken charge.
Cartesian coordinates (Å):
C (-2.053, -0.303, -0.271)  -0.51
C (-1.206, 0.596, -0.639)  -0.26
C (0.389, 0.820, 0.748)  -0.04
O (1.862, -0.167, -1.535)  -0.53
O (1.856, -1.359, 0.617)  -0.52
F (0.403, 2.103, 1.246)  -0.26
P (2.040, 0.266, -0.139)  -0.03
H (-2.757, -0.698, -0.984)  0.24
H (-1.974, -0.767, 0.694)  0.20
H (-1.294, 1.211, -1.553)  0.25
H (0.040, 0.114, 1.538)  0.22
H (2.693, -1.817, 0.277)  0.25

Values from the calculation:
Total charge: -1
HOMO-LUMO gap: 7.25 eV
LUMO level: 4.21 eV


<2>
DFT (ωB97M-V/def2-TZVPD) results for a 2-piece molecular cluster, C3H5FO2P overall.

Each line ends with the Mulliken charge.
Cartesian coordinates (Å):
C (1.415, -0.373, 0.950)  0.65
C (-0.476, -0.706, -1.269)  -1.08
C (0.026, 0.465, -0.327)  0.21
O (1.445, 0.283, 1.959)  -0.59
O (1.814, -1.340, 0.389)  -0.55
F (0.504, 1.588, -1.139)  -0.39
P (-1.263, 1.277, 0.678)  -0.14
H (0.411, -1.105, -1.812)  0.23
H (-1.314, -0.405, -1.910)  0.37
H (-0.800, -1.384, -0.502)  0.32
H (-0.333, 1.614, 1.571)  -0.01
H (-1.430, 0.087, 1.412)  -0.03

Values from the calculation:
Total charge: -1
HOMO-LUMO gap: 7.40 eV
LUMO level: 4.24 eV


The calculated energies rank the structures as follows, beginning with the most stable: <2>, <1>.


<1>
DFT (ωB97M-V/def2-TZVPD) results for a 2-piece molecular cluster, C8H17NO overall.

Each line ends with the Mulliken charge.
Cartesian coordinates (Å):
C (-1.480, -0.146, 1.183)  -0.37
C (-1.899, -1.350, 0.281)  -0.41
C (-2.620, -0.653, -0.809)  -0.37
C (-2.997, 0.734, -0.481)  -0.84
C (-1.739, 1.108, 0.422)  -0.44
C (2.882, -1.860, 0.081)  -0.88
C (2.225, -0.534, -0.249)  0.59
C (2.631, 1.953, -0.240)  -0.60
H (-2.313, -0.200, 2.017)  0.30
H (-0.416, -0.118, 1.655)  0.24
H (-2.338, -2.182, 0.960)  0.32
H (-1.110, -1.793, -0.321)  0.09
H (-3.650, -1.213, -1.239)  0.21
H (-1.977, -0.438, -1.740)  0.21
H (-4.030, 1.060, -0.129)  0.28
H (-2.878, 1.425, -1.364)  0.32
H (-1.803, 2.036, 0.979)  0.43
H (-0.986, 1.413, -0.264)  0.04
H (3.803, -1.557, 0.590)  0.37
H (2.947, -2.408, -0.976)  0.24
H (2.203, -2.565, 0.838)  0.20
H (3.819, 0.331, 0.245)  0.27
H (1.419, 2.136, -0.235)  0.15
H (3.134, 2.893, 0.378)  0.24
H (3.317, 2.039, -1.157)  0.28
N (2.733, 0.566, 0.314)  -0.29
O (1.122, -0.677, -0.740)  -0.55

Values from the calculation:
SMILES: CNC(C)=O.C1CCCC1
HOMO-LUMO gap: 10.14 eV
LUMO level: 0.59 eV


<2>
DFT (ωB97M-V/def2-TZVPD) results for a 3-piece molecular cluster, C8H17NO overall.

Each line ends with the Mulliken charge.
Cartesian coordinates (Å):
C (1.346, -0.083, -0.035)  1.37
C (-0.665, 0.297, -0.331)  0.13
C (-3.236, -1.115, 0.082)  -0.62
C (1.752, -0.104, -1.501)  -1.73
C (2.079, 1.002, 0.725)  -1.64
C (1.498, -1.457, 0.588)  -1.65
C (-0.820, 1.648, -0.987)  -1.41
C (-0.779, 0.201, 1.036)  0.68
O (-2.721, 0.121, 0.451)  -0.67
N (-0.565, 0.313, 2.232)  -0.53
H (-0.854, -0.608, -0.894)  0.50
H (-1.406, 0.271, 2.809)  0.37
H (-3.774, -1.592, 0.922)  0.22
H (-3.960, -1.020, -0.745)  0.22
H (-2.469, -1.854, -0.244)  0.23
H (2.816, -0.367, -1.581)  0.48
H (1.194, -0.849, -2.074)  0.38
H (1.631, 0.868, -1.981)  0.35
H (1.916, 1.991, 0.287)  0.34
H (1.820, 1.030, 1.784)  0.36
H (3.161, 0.818, 0.687)  0.44
H (0.838, -2.189, 0.112)  0.33
H (1.304, -1.452, 1.661)  0.40
H (2.526, -1.819, 0.454)  0.46
H (-0.195, 2.405, -0.510)  0.22
H (-1.862, 1.955, -0.902)  0.41
H (-0.576, 1.590, -2.047)  0.36

Values from the calculation:
HOMO-LUMO gap (alpha / beta): 8.23 / 8.23 eV
LUMO level (alpha / beta): 0.72 / 0.72 eV


The calculated energies rank the structures as follows, beginning with the most stable: <1>, <2>.